# 1
96
Properties=species:S:1:pos:R:3:forces:R:3 method="wB97M-V/def2-TZVPD" spin_multiplicity=5 total_charge=+2 e_above_lowest_ev=0.862 largest_force_ev_per_a=1.5
Co -0.0552 0.1856 -0.1864 0.73 -0.94 0.11
C 2.1730 0.4322 5.9449 -0.38 -0.11 -0.17
C 1.0929 -0.6078 5.6811 0.32 -0.05 0.82
C 1.5906 -2.0261 5.8873 -0.29 0.17 -0.07
O 0.5222 -0.4184 4.3617 0.17 -0.07 -0.92
P 0.9956 -0.9101 2.9486 -0.14 -0.63 0.85
O 0.0751 -0.3137 1.9498 -0.22 0.28 -0.58
C 2.7387 -0.5017 2.6436 -0.74 -0.13 -0.78
P 3.0495 -0.7446 0.8493 1.16 -0.45 -0.09
O 1.9928 -0.1723 -0.0239 -0.78 0.45 -0.17
O 4.5045 -0.2454 0.5206 -0.91 -0.64 0.28
C 5.0317 1.0975 0.5669 0.52 0.82 0.07
C 3.9878 2.1462 0.2266 0.16 -0.30 -0.17
C 5.6845 1.3415 1.9199 -0.07 -0.24 -0.35
O 3.1340 -2.2813 0.5830 -0.34 0.38 0.05
C 4.2034 -3.1369 1.0848 0.47 -0.66 0.10
C 3.5554 -4.3077 1.8059 0.08 0.42 -0.09
C 5.0498 -3.5801 -0.0959 -0.19 0.34 0.19
O 0.9826 -2.5019 2.8859 0.40 0.95 0.25
C -0.2496 -3.1908 2.5767 -0.76 -0.57 -0.17
C -0.0351 -3.9811 1.2903 0.00 0.36 0.30
C -0.6522 -4.0859 3.7389 0.11 0.38 -0.17
H 2.3672 0.4844 7.0126 0.06 -0.02 0.07
H 1.8363 1.4111 5.6130 0.02 0.12 0.01
H 3.1022 0.1750 5.4418 0.14 -0.01 -0.05
H 0.2392 -0.4150 6.3404 0.17 -0.04 -0.16
H 2.3869 -2.2636 5.1862 0.17 -0.09 -0.03
H 0.7840 -2.7400 5.7550 0.00 -0.11 -0.02
H 1.9752 -2.1375 6.8957 0.08 0.05 0.13
H 3.4130 -1.1162 3.2350 0.07 -0.08 0.03
H 2.8776 0.5463 2.8999 0.04 0.12 0.01
H 5.8003 1.0813 -0.2127 -0.12 0.03 0.15
H 3.2057 2.1805 0.9834 -0.09 0.09 0.13
H 3.5311 1.9290 -0.7360 -0.04 0.08 -0.07
H 4.4723 3.1177 0.1788 0.00 0.08 0.02
H 4.9357 1.4729 2.6966 -0.08 0.06 0.15
H 6.2904 2.2413 1.8742 0.05 0.10 0.03
H 6.3266 0.5042 2.1821 0.09 -0.02 0.05
H 4.8201 -2.5518 1.7757 -0.08 0.00 -0.02
H 3.0358 -4.9338 1.0858 -0.06 -0.12 -0.06
H 2.8416 -3.9452 2.5400 -0.01 -0.07 0.11
H 4.3143 -4.9015 2.3065 0.09 -0.07 0.01
H 4.4289 -4.0954 -0.8225 -0.08 -0.11 -0.08
H 5.8289 -4.2568 0.2418 0.09 -0.06 0.04
H 5.5105 -2.7212 -0.5752 0.10 0.05 -0.07
H -1.0346 -2.4318 2.4383 0.16 -0.21 0.06
H 0.6177 -4.8267 1.4890 0.06 -0.07 -0.08
H 0.4316 -3.3463 0.5368 0.08 -0.04 -0.11
H -0.9864 -4.3551 0.9167 -0.07 -0.07 0.01
H 0.1771 -4.7264 4.0295 0.05 -0.07 0.03
H -1.4902 -4.7089 3.4385 -0.07 -0.08 -0.02
H -0.9689 -3.4835 4.5866 0.01 -0.05 0.12
N -1.5810 -1.3659 -0.1610 0.86 0.03 0.26
C -2.9713 -1.0594 -0.2754 -0.74 0.21 -0.01
C -3.8221 -2.0137 -0.8186 0.18 0.10 0.06
C -5.1915 -1.8227 -0.8267 0.02 0.17 0.03
C -5.7152 -0.6471 -0.3115 -0.07 -0.06 -0.05
C -4.8723 0.3258 0.1916 0.12 -0.11 0.02
C -3.4861 0.1399 0.2444 -0.02 -0.38 -0.48
C -2.6438 1.2343 0.7493 -0.30 0.22 -0.24
C -3.1366 2.0445 1.7794 0.27 -0.41 0.08
C -2.5166 3.2312 2.1092 -0.02 -0.01 -0.03
C -1.3634 3.6343 1.4452 0.46 -0.17 -0.08
C -0.8029 2.8004 0.4944 0.01 0.81 -0.53
C -1.4007 1.5816 0.1737 -0.71 0.62 1.00
H -1.3749 -2.2188 -0.6793 0.03 0.15 0.17
H -1.3687 -1.5201 0.8270 -0.04 -0.27 -0.16
H -3.4067 -2.9256 -1.2253 0.06 -0.12 0.02
H -5.8381 -2.5896 -1.2252 -0.06 -0.01 -0.06
H -6.7813 -0.4841 -0.3202 -0.09 0.05 -0.01
H -5.2857 1.2660 0.5232 -0.06 0.05 0.05
H -4.0168 1.7335 2.3211 -0.14 -0.03 -0.04
H -2.9508 3.8702 2.8618 -0.09 0.09 0.07
H -0.9121 4.5890 1.6677 0.14 0.01 0.08
H 0.0926 3.1209 -0.0274 0.02 0.05 -0.02
S -1.1931 -1.5643 -6.3555 0.16 0.35 0.05
C -0.7378 -0.8398 -4.7807 -0.17 -0.19 -0.21
C 0.3140 -1.3769 -4.0512 0.00 0.19 0.20
C 0.6470 -0.8020 -2.8377 0.19 -0.16 -0.28
N -0.0273 0.2280 -2.3131 0.04 -0.18 0.23
C -1.0275 0.7521 -3.0292 -0.16 0.11 -0.09
C -1.4123 0.2599 -4.2627 0.21 -0.06 0.16
C -0.2351 -0.3923 -7.3374 -0.17 -0.30 0.16
C -0.7634 0.8464 -7.6586 0.08 0.08 -0.14
C 0.0468 1.7239 -8.3696 -0.49 -0.34 0.37
N 1.2661 1.3999 -8.7322 0.80 0.98 -0.74
C 1.7650 0.2183 -8.4565 -0.26 -0.56 0.34
C 1.0433 -0.7347 -7.7461 0.04 0.12 -0.11
H 0.8635 -2.2242 -4.4277 0.10 -0.06 -0.04
H 1.5005 -1.1568 -2.2742 -0.06 -0.09 0.12
H -1.5351 1.6040 -2.5965 -0.08 -0.01 0.08
H -2.2273 0.7170 -4.7992 -0.08 0.05 -0.06
H -1.7702 1.1184 -7.3905 -0.16 0.01 0.07
H -0.2983 2.7073 -8.6527 -0.11 0.11 -0.01
H 2.7668 0.0220 -8.8078 0.13 -0.10 -0.02
H 1.4623 -1.7048 -7.5391 0.03 -0.15 0.08

# 2
20
Properties=species:S:1:pos:R:3:forces:R:3 method="wB97M-V/def2-TZVPD" spin_multiplicity=4 total_charge=+2 e_above_lowest_ev=0.000 largest_force_ev_per_a=10.7
O 0.1319 -2.8563 0.5982 0.03 5.55 -2.06
C 0.1385 -1.7827 0.1398 0.04 -10.17 3.20
V 0.1396 -0.0624 -0.6821 -0.34 -0.15 3.49
O -2.6035 -0.0275 -2.0560 5.49 0.13 2.51
C -1.5388 -0.0083 -1.5726 -8.20 0.04 -4.47
C 1.6849 0.0946 -1.7553 7.85 0.10 -5.96
O 2.6840 0.0823 -2.3646 -5.07 0.18 3.19
C 0.0370 1.5405 0.3263 -0.51 9.67 3.39
O 0.0086 2.5935 0.8370 0.11 -5.45 -2.22
C -1.9320 -1.2795 4.3040 -0.75 -0.47 0.53
N -0.6621 -0.6385 4.0770 0.89 0.69 -2.03
C -0.2037 -0.1855 2.8803 0.81 -0.29 3.03
N 1.1005 0.2843 2.9310 -0.72 -0.18 -0.47
O -0.8932 -0.2314 1.8368 0.23 0.23 -2.09
H -2.4580 -1.4864 3.3684 0.25 0.13 0.16
H -2.5650 -0.6625 4.9503 0.08 0.00 -0.25
H -1.7589 -2.2173 4.8397 -0.06 0.05 -0.21
H 0.0042 -0.6021 4.8333 -0.22 -0.01 0.17
H 1.3968 0.9499 2.2306 -0.01 -0.07 0.44
H 1.4872 0.4469 3.8554 0.11 0.02 -0.35

# 3
20
Properties=species:S:1:pos:R:3:forces:R:3 method="wB97M-V/def2-TZVPD" total_charge=-1 e_above_lowest_ev=1.025 largest_force_ev_per_a=7.0
C 1.7626 1.0120 1.1424 -1.05 -1.88 -1.25
C 1.5951 -1.0565 -0.4005 0.49 0.58 -0.13
C 0.4052 -1.6931 0.1269 -1.51 -0.89 -0.50
C -2.3105 0.6753 -0.1584 0.19 -1.26 0.72
C -0.5742 -0.5285 -1.5608 -0.16 0.47 0.69
C -1.2138 -0.3018 -0.3653 1.63 -0.73 -0.84
N 2.3062 1.1730 -0.9790 0.52 -1.12 -0.63
N 1.9223 0.3011 -0.0392 -1.15 1.13 0.69
N 2.1310 2.2360 0.8688 -0.27 0.62 1.52
N 2.4713 2.3060 -0.4378 -0.21 -0.12 0.60
N 0.5303 -1.4557 -1.3704 -1.30 1.17 0.33
N -0.6806 -1.0278 0.6538 0.49 0.10 0.97
N -3.0009 0.4937 1.0030 4.83 -4.90 1.06
O -2.5748 1.5136 -0.9728 -0.66 1.31 -1.14
Cl 0.5371 -3.5094 0.6684 0.23 0.65 0.02
H 2.4940 -1.5531 -0.6635 0.53 -0.74 0.03
H -0.9501 -0.1079 -2.4866 0.62 -0.47 -0.16
H 1.1729 0.4872 1.9805 1.44 1.36 -1.19
H -2.4045 -0.1125 1.7359 -2.06 1.85 -2.14
H -3.6183 1.1485 1.2547 -2.59 2.89 1.34

# 4
23
Properties=species:S:1:pos:R:3:forces:R:3 method="wB97M-V/def2-TZVPD" e_above_lowest_ev=2.964 largest_force_ev_per_a=4.2
C -1.1128 3.0895 -0.6482 1.06 -0.40 0.00
C -2.0061 2.0415 -0.6103 0.41 -0.25 2.47
C 0.2350 2.8471 -0.2909 -2.31 -3.02 -0.64
C -1.5532 0.7660 -0.0268 -0.56 0.01 -0.33
C -0.1403 0.6164 0.1094 -2.49 -0.39 -0.29
C 2.1152 -2.1980 -0.5141 -2.14 1.69 -0.22
C -0.1095 -1.8265 -0.4885 0.08 -0.55 -2.26
C 2.2012 -2.1416 0.9208 0.60 -1.03 2.88
C -2.3159 -0.3309 0.4721 1.19 0.74 -0.26
C 1.6943 -0.7463 0.5296 2.52 -3.27 0.52
N 0.6447 1.6474 -0.0119 2.48 0.37 0.60
N 0.8878 -2.4215 -1.0864 -1.11 0.20 0.93
N 0.3306 -0.6039 0.4129 1.03 -1.30 -0.58
O -1.3036 -2.0436 -0.7269 -1.18 0.95 1.41
I -4.3313 -0.3355 0.2248 -0.31 -0.36 -0.06
H -1.2558 4.1213 -0.8792 -1.15 0.35 -0.32
H -3.0539 2.3017 -0.5235 -0.18 -0.36 -0.79
H 1.0193 3.4934 -0.3217 1.61 2.57 -0.05
H 2.8690 -2.2209 -1.2537 1.38 0.11 0.01
H 1.4319 -2.7438 1.5201 1.01 0.61 -1.06
H 3.2521 -2.3450 1.3984 -1.97 1.09 -0.89
H -1.9054 -0.9757 1.2889 -0.43 0.75 -1.03
H 2.4066 0.0090 0.5052 0.46 1.50 -0.05

# 5
9
Properties=species:S:1:pos:R:3:forces:R:3 method="wB97M-V/def2-TZVPD" spin_multiplicity=3 e_above_lowest_ev=2.155 largest_force_ev_per_a=1.8
C -0.9556 1.3040 0.6859 0.10 0.92 0.17
C 1.0345 -0.1319 -0.6152 1.65 0.63 0.40
O -1.2943 0.4146 1.3665 -0.41 0.38 0.04
F 2.2184 0.1451 -0.0007 -0.77 -0.64 0.23
F 1.1368 0.4261 -1.8034 -0.52 0.06 -1.00
P 0.2089 -1.7162 -0.3927 0.70 -0.81 -0.98
H -1.5156 2.2546 0.3913 -0.17 -0.56 0.25
H 0.2155 -1.5369 0.9655 -0.11 -0.05 0.93
H -1.0487 -1.1594 -0.5973 -0.47 0.07 -0.05

# 6
11
Properties=species:S:1:pos:R:3:forces:R:3 method="wB97M-V/def2-TZVPD" spin_multiplicity=2 total_charge=+1 e_above_lowest_ev=3.747 largest_force_ev_per_a=4.6
O -0.7579 0.6335 -1.3615 0.45 1.85 -2.93
C 0.3531 1.3760 -1.6610 0.88 0.55 -0.71
C 1.4132 1.2908 -0.6113 0.00 0.27 -0.12
O 1.1997 0.6651 0.4375 1.90 1.05 -0.39
Pb -0.6763 -0.3321 0.3381 -4.30 -1.46 0.73
H 0.1489 2.4631 -1.7882 0.02 -0.28 0.00
H 0.8548 1.0763 -2.6087 -0.23 0.09 0.20
H 2.3894 1.7798 -0.7628 -0.27 -0.06 0.11
C 1.1666 -1.3003 2.6631 0.30 -0.16 0.31
O 0.0047 -1.5391 2.1597 1.39 -1.63 2.55
H -0.6202 -2.0312 2.7375 -0.14 -0.22 0.25

Number 1: total energy -120860.8910 eV. Number 2: total energy -45203.9915 eV. Number 3: total energy -31302.2776 eV. Number 4: total energy -25113.0403 eV. Number 5: total energy -18888.7359 eV. Number 6: total energy -14553.1134 eV.